1.
Below is a cluster of 11 separate species, C5H30NO12 in total in a non-equilibrium geometry, with properties calculated with ωB97M-V/def2-TZVPD.

Element x y z (Å)
C  -1.88  -0.54  -0.65
N  -0.71  -1.00  0.18
C  0.19  0.10  0.55
O  -0.47  1.20  0.92
O  1.39  -0.10  0.42
C  -2.24  -1.41  -1.98
C  -1.03  -2.01  -2.74
C  -0.15  -1.02  -3.35
H  -1.90  0.53  -0.75
H  -2.73  -0.68  0.04
H  -0.13  -1.68  -0.42
H  -2.82  -0.73  -2.54
H  -3.00  -2.14  -1.59
H  -0.47  -2.72  -2.06
H  -1.46  -2.58  -3.51
H  0.74  -1.24  -3.97
H  0.18  -0.29  -2.59
H  -0.75  -0.37  -4.06
H  2.40  0.06  2.00
H  3.73  0.48  2.65
O  3.17  -0.19  2.50
H  -3.85  -1.46  2.01
H  -3.73  -0.23  1.10
O  -4.42  -0.93  1.48
H  -0.08  -1.77  3.11
H  -1.07  -1.83  2.01
O  -0.92  -2.20  2.92
H  -0.49  3.97  0.27
H  0.99  4.31  0.33
O  0.17  4.75  0.38
H  1.94  0.17  -2.20
H  3.31  0.98  -2.00
O  2.42  0.89  -2.54
H  0.34  -0.03  4.52
H  0.86  1.05  3.49
O  0.94  0.63  4.44
H  2.94  1.42  -0.01
H  3.17  2.99  0.24
O  2.88  2.38  -0.43
H  0.32  -3.29  0.10
H  1.10  -4.45  -0.68
O  0.57  -3.69  -0.77
H  -0.11  2.15  2.17
H  0.21  2.37  3.58
O  0.64  2.57  2.69
H  0.65  2.28  -1.80
H  -0.65  1.47  -1.30
O  -0.17  1.84  -2.14

Values from the calculation:
- charge = -1
- multiplicity = 1
- DFT total energy (a.u.) = -1166.1548
- LUMO energy (eV) = 2.67

***

2.
Below is a cluster of 2 separate species, C4H12 in total, with properties calculated with ωB97M-V/def2-TZVPD.

Element x y z (Å)
C  0.98  -2.05  0.77
C  0.52  -1.80  -0.66
H  0.34  -2.75  1.31
H  1.99  -2.47  0.80
H  0.97  -1.12  1.32
H  1.14  -1.02  -1.12
H  -0.51  -1.43  -0.68
H  0.57  -2.67  -1.31
C  -0.59  2.22  -0.74
C  -0.92  1.64  0.63
H  -1.37  1.94  -1.45
H  -0.55  3.31  -0.73
H  0.38  1.89  -1.09
H  -0.23  1.96  1.41
H  -0.95  0.55  0.56
H  -1.92  1.94  0.94

Values from the calculation:
- charge = 0
- multiplicity = 1
- DFT total energy (a.u.) = -159.5843
- LUMO energy (eV) = 1.17

***

3.
Below is a cluster of 5 separate species, C22H41Br9NO in total in a non-equilibrium geometry, with properties calculated with ωB97M-V/def2-TZVPD.

Element x y z (Å)
C  -0.99  1.39  0.42
C  -1.87  0.41  1.17
C  -2.38  -0.98  0.39
C  -3.48  -0.47  -0.72
C  -3.20  -0.95  -2.26
C  -3.76  -2.51  -2.44
Br  -4.40  0.17  -3.47
C  -3.16  -2.02  1.39
C  -2.20  -2.85  2.42
C  -3.14  -4.11  2.99
C  -1.85  -1.97  3.80
N  -0.99  -3.50  1.80
O  -1.36  -4.58  1.05
C  -0.18  -2.57  0.93
C  0.83  -3.56  0.04
C  0.83  -1.56  1.75
C  -1.09  -1.78  -0.22
H  -0.73  2.48  0.85
H  -0.57  1.17  -0.67
H  -2.17  0.71  2.25
H  -3.50  0.72  -0.73
H  -4.58  -0.78  -0.37
H  -2.11  -0.80  -2.64
H  -3.25  -3.01  -3.39
H  -3.45  -3.20  -1.52
H  -4.93  -2.57  -2.52
H  -3.88  -1.34  2.07
H  -3.90  -2.69  0.76
H  -3.78  -4.45  2.04
H  -3.94  -3.72  3.77
H  -2.50  -5.01  3.37
H  -2.39  -2.47  4.74
H  -0.69  -2.05  4.04
H  -2.25  -0.87  3.76
H  1.25  -4.35  0.81
H  1.77  -2.95  -0.35
H  0.30  -4.03  -0.89
H  1.52  -0.91  1.03
H  1.58  -2.26  2.36
H  0.29  -0.80  2.46
H  -1.38  -2.63  -1.01
H  -0.38  -1.04  -0.83
Br  -0.11  2.04  4.15
C  1.60  1.69  3.28
C  2.62  2.75  3.62
Br  2.29  4.39  2.62
H  1.40  1.61  2.21
H  1.92  0.71  3.66
H  3.62  2.44  3.33
H  2.62  3.02  4.68
Br  -0.29  -3.74  -3.61
C  0.76  -2.30  -4.40
C  2.24  -2.61  -4.34
Br  2.95  -2.31  -2.55
H  0.49  -1.38  -3.89
H  0.43  -2.25  -5.44
H  2.80  -1.92  -4.98
H  2.49  -3.64  -4.61
Br  1.43  7.40  0.56
C  3.13  7.05  -0.31
C  4.15  8.11  0.03
Br  3.82  9.75  -0.97
H  2.94  6.97  -1.38
H  3.45  6.08  0.07
H  5.15  7.80  -0.26
H  4.16  8.38  1.09
Br  0.38  1.54  -2.63
C  1.99  2.51  -3.16
C  3.19  2.08  -2.35
Br  3.14  2.86  -0.56
H  1.76  3.57  -3.07
H  2.14  2.26  -4.22
H  4.11  2.45  -2.79
H  3.26  0.99  -2.22

Values from the calculation:
- charge = 0
- multiplicity = 2
- DFT total energy (a.u.) = -24158.6449
- LUMO energy (alpha / beta) (eV) = 0.02 / -0.34

***

4.
Below is an isolated molecule of C5H8NP in a non-equilibrium geometry, with properties calculated with ωB97M-V/def2-TZVPD.

Element x y z (Å)
C  -0.37  2.34  -1.66
C  -0.43  1.03  -0.95
C  0.32  -0.04  -1.70
C  0.53  -0.83  1.92
C  -0.75  -0.77  1.13
N  -0.22  3.37  -2.12
P  -1.11  1.03  0.62
H  0.70  0.25  -2.72
H  1.18  -0.23  -1.02
H  -0.31  -0.94  -1.72
H  1.46  -0.66  1.23
H  0.57  -0.17  2.70
H  0.62  -1.85  2.26
H  -1.52  -1.09  1.73
H  -0.68  -1.42  0.29

Values from the calculation:
- charge = 0
- multiplicity = 1
- DFT total energy (a.u.) = -591.3608
- LUMO energy (eV) = -0.58